Entry 1:
# C13H27BO4

A 3-piece molecular cluster, C13H27BO4 overall at a distorted geometry (ωB97M-V with the def2-TZVPD basis set, OMol25).

SMILES   CB(C)CCCCOC=O.CC(C)=O.CC(C)=O
Spin multiplicity   1
E_HOMO   -9.51 eV

Each line ends with the natural charge from an NBO analysis.
Element x y z (Å)
C (1.482, 0.757, 0.566)  -1.056
B (0.979, 1.408, -0.862)  0.961
C (0.949, 0.410, -2.204)  -1.046
C (0.459, 2.966, -1.074)  -0.813
C (-0.799, 3.321, -0.031)  -0.401
C (-2.277, 3.181, -0.726)  -0.438
C (-2.761, 1.644, -1.032)  -0.096
O (-4.000, 1.261, -0.277)  -0.558
C (-3.919, -0.235, -0.263)  0.618
O (-3.752, -0.971, 0.839)  -0.539
H (0.640, -0.030, 0.879)  0.244
H (2.480, 0.148, 0.507)  0.255
H (1.469, 1.578, 1.418)  0.252
H (0.804, -0.696, -1.780)  0.254
H (1.900, 0.514, -2.879)  0.256
H (-0.065, 0.640, -2.785)  0.211
H (1.348, 3.684, -0.758)  0.245
H (0.177, 3.189, -2.193)  0.221
H (-0.689, 2.772, 1.008)  0.227
H (-0.658, 4.481, 0.213)  0.215
H (-2.396, 3.798, -1.724)  0.221
H (-3.082, 3.639, 0.026)  0.236
H (-3.044, 1.544, -2.185)  0.182
H (-1.971, 0.815, -0.792)  0.192
H (-4.013, -0.795, -1.297)  0.151
C (3.934, 0.267, 5.130)  -0.720
C (2.592, 0.365, 4.456)  0.593
O (2.401, 1.143, 3.523)  -0.548
C (1.492, -0.527, 4.968)  -0.721
H (4.630, 0.968, 4.656)  0.237
H (3.840, 0.529, 6.187)  0.230
H (4.331, -0.746, 5.022)  0.230
H (1.289, -0.301, 6.018)  0.230
H (1.780, -1.575, 4.853)  0.231
H (0.581, -0.348, 4.388)  0.240
C (-0.266, -4.026, -4.422)  -0.720
C (-0.148, -3.522, -3.009)  0.590
O (0.788, -2.801, -2.664)  -0.544
C (-1.218, -3.932, -2.033)  -0.720
H (0.575, -3.651, -5.013)  0.239
H (-0.239, -5.119, -4.429)  0.230
H (-1.196, -3.666, -4.868)  0.229
H (-1.233, -5.020, -1.934)  0.232
H (-2.190, -3.567, -2.373)  0.227
H (-1.003, -3.494, -1.052)  0.241



Entry 2:
# C13H27BrNO3S

A 3-piece molecular cluster, C13H27BrNO3S overall at a distorted geometry (ωB97M-V with the def2-TZVPD basis set, OMol25).

Spin multiplicity   1
ΔE to the lowest compared entry with this formula, charge and spin   0.00 kcal per mole
E_HOMO   -4.49 eV
Net charge   -1

Each line ends with the natural charge from an NBO analysis.
Element x y z (Å)
Br (5.932, -5.651, 14.926)  -0.951
C (5.303, -9.090, 13.566)  -0.438
C (6.753, -9.443, 13.217)  -0.403
C (7.318, -8.422, 12.217)  -0.660
S (5.892, -7.992, 11.174)  2.126
O (5.895, -8.846, 9.991)  -0.975
O (5.769, -6.551, 10.972)  -0.929
C (4.601, -8.533, 12.344)  -0.649
H (5.264, -8.290, 14.306)  0.272
H (4.780, -9.950, 13.983)  0.204
H (6.729, -10.412, 12.704)  0.190
H (7.379, -9.570, 14.098)  0.236
H (8.047, -8.841, 11.531)  0.240
H (7.631, -7.529, 12.757)  0.275
H (3.971, -9.272, 11.846)  0.226
H (4.051, -7.596, 12.432)  0.265
C (10.421, -6.565, 17.916)  -0.651
C (10.214, -5.851, 16.564)  0.109
C (11.455, -5.006, 16.241)  -0.405
C (12.649, -5.869, 15.828)  -0.400
C (12.277, -6.848, 14.724)  -0.398
C (11.002, -7.627, 14.935)  0.117
N (9.954, -6.778, 15.466)  -0.189
O (8.844, -7.589, 15.768)  -0.639
C (10.493, -8.181, 13.594)  -0.599
C (11.354, -8.872, 15.839)  -0.645
C (9.066, -4.854, 16.735)  -0.604
H (10.540, -5.916, 18.786)  0.202
H (11.281, -7.243, 17.961)  0.198
H (9.591, -7.250, 18.109)  0.230
H (11.332, -4.116, 15.625)  0.213
H (11.766, -4.597, 17.212)  0.201
H (13.171, -6.282, 16.699)  0.194
H (13.461, -5.223, 15.464)  0.201
H (13.098, -7.564, 14.626)  0.203
H (12.247, -6.252, 13.804)  0.205
H (9.975, -7.361, 13.095)  0.226
H (11.331, -8.501, 12.971)  0.193
H (9.814, -9.026, 13.700)  0.212
H (12.086, -8.625, 16.609)  0.193
H (10.434, -9.206, 16.316)  0.232
H (11.787, -9.619, 15.175)  0.198
H (8.912, -4.255, 15.840)  0.228
H (9.364, -4.168, 17.532)  0.188
H (8.149, -5.360, 17.029)  0.241
H (8.055, -7.075, 15.500)  0.518



Entry 3:
# C13H27Cl9NO4P

A 5-piece molecular cluster, C13H27Cl9NO4P overall at a distorted geometry (ωB97M-V with the def2-TZVPD basis set, OMol25).

SMILES   CCCCNOC(=O)OP(O)Cl.ClCCCl.ClCCCl.ClCCCl.ClCCCl
Spin multiplicity   1
E_HOMO   -9.85 eV

Each line ends with the natural charge from an NBO analysis.
Element x y z (Å)
C (-3.122, -1.235, 1.987)  -0.610
C (-2.334, -1.722, 0.744)  -0.414
C (-2.605, -0.784, -0.459)  -0.427
C (-1.418, -0.547, -1.385)  -0.255
N (-0.430, 0.403, -0.877)  -0.294
O (0.234, -0.141, 0.264)  -0.430
C (0.597, 0.831, 1.119)  0.988
O (0.461, 1.961, 0.922)  -0.568
O (1.155, 0.412, 2.285)  -0.762
P (1.071, -1.283, 2.483)  1.336
O (2.470, -1.875, 1.891)  -0.995
Cl (1.288, -1.445, 4.549)  -0.314
H (-3.287, -0.155, 1.969)  0.202
H (-2.616, -1.468, 2.926)  0.209
H (-4.108, -1.704, 2.004)  0.207
H (-1.280, -1.856, 0.974)  0.207
H (-2.727, -2.716, 0.514)  0.198
H (-3.057, 0.156, -0.137)  0.209
H (-3.361, -1.280, -1.070)  0.225
H (-1.820, -0.079, -2.305)  0.228
H (-0.968, -1.494, -1.724)  0.173
H (0.303, 0.438, -1.582)  0.343
H (2.275, -2.533, 1.210)  0.518
Cl (-4.066, -2.933, -3.207)  -0.059
C (-4.393, -1.952, -4.658)  -0.389
C (-3.349, -0.886, -4.877)  -0.387
Cl (-3.412, 0.402, -3.638)  -0.048
H (-5.386, -1.522, -4.556)  0.227
H (-4.398, -2.635, -5.506)  0.229
H (-3.513, -0.403, -5.838)  0.238
H (-2.343, -1.305, -4.873)  0.230
Cl (2.002, 6.309, 4.085)  -0.071
C (1.666, 4.620, 3.615)  -0.382
C (0.383, 4.487, 2.836)  -0.396
Cl (-1.054, 4.808, 3.845)  -0.076
H (1.647, 4.018, 4.520)  0.222
H (2.503, 4.291, 3.000)  0.223
H (0.286, 3.472, 2.460)  0.254
H (0.358, 5.168, 1.988)  0.219
Cl (-0.958, 1.145, -6.811)  -0.066
C (-0.490, 1.613, -5.156)  -0.396
C (0.948, 1.281, -4.851)  -0.386
Cl (1.219, -0.479, -4.752)  -0.067
H (-1.164, 1.115, -4.465)  0.229
H (-0.644, 2.689, -5.076)  0.230
H (1.223, 1.700, -3.883)  0.223
H (1.622, 1.686, -5.602)  0.229
Cl (6.249, -0.331, 4.517)  -0.063
C (5.129, -1.704, 4.320)  -0.394
C (5.807, -3.030, 4.554)  -0.386
Cl (6.986, -3.420, 3.275)  -0.063
H (4.698, -1.647, 3.323)  0.230
H (4.330, -1.567, 5.046)  0.227
H (5.064, -3.826, 4.553)  0.221
H (6.328, -3.049, 5.508)  0.223



Entry 4:
# C13H27N2O8PS

A 4-piece molecular cluster, C13H27N2O8PS overall at a distorted geometry (ωB97M-V with the def2-TZVPD basis set, OMol25).

SMILES   CS(=O)(=O)N(C(=O)O[PH2]=O)c1cccnc1.CCO.CCO.CCO
Spin multiplicity   1
E_HOMO   -9.90 eV

Each line ends with the natural charge from an NBO analysis.
Element x y z (Å)
C (3.717, 2.935, 0.099)  -0.856
S (4.709, 1.371, -0.065)  2.112
O (6.006, 1.525, 0.707)  -0.873
O (5.116, 1.279, -1.526)  -0.886
N (3.842, -0.065, 0.304)  -0.649
C (2.565, -0.007, -0.490)  0.868
O (2.604, -0.452, -1.642)  -0.471
O (1.435, 0.563, 0.150)  -0.770
P (0.122, 0.766, -0.941)  1.665
O (-0.354, -0.541, -1.593)  -1.050
C (3.425, -0.203, 1.733)  0.058
C (2.727, -1.565, 2.024)  -0.161
C (2.271, -1.646, 3.476)  -0.260
C (2.533, -0.489, 4.409)  0.026
N (3.198, 0.744, 4.220)  -0.382
C (3.598, 0.781, 2.861)  -0.014
H (3.384, 3.164, 1.161)  0.237
H (4.267, 3.851, -0.329)  0.292
H (2.759, 2.845, -0.537)  0.255
H (0.365, 1.825, -1.902)  -0.042
H (-0.982, 1.250, -0.137)  -0.030
H (2.553, -2.368, 1.244)  0.256
H (1.722, -2.573, 3.831)  0.245
H (2.121, -0.623, 5.476)  0.209
H (4.155, 1.752, 2.593)  0.213
C (1.152, 5.693, 1.725)  -0.635
C (0.066, 4.637, 1.673)  -0.062
O (0.610, 3.390, 1.249)  -0.739
H (1.617, 5.813, 0.743)  0.209
H (0.746, 6.655, 2.044)  0.222
H (1.945, 5.398, 2.419)  0.199
H (-0.713, 4.924, 0.964)  0.181
H (-0.396, 4.502, 2.656)  0.166
H (1.292, 3.138, 1.886)  0.466
C (-2.105, -4.053, -3.001)  -0.636
C (-2.027, -3.694, -4.471)  -0.059
O (-2.369, -2.327, -4.661)  -0.726
H (-3.111, -3.872, -2.614)  0.205
H (-1.849, -5.104, -2.842)  0.206
H (-1.421, -3.432, -2.415)  0.213
H (-2.726, -4.300, -5.051)  0.172
H (-1.018, -3.862, -4.862)  0.156
H (-1.740, -1.796, -4.152)  0.470
C (-6.539, -3.500, -1.271)  -0.634
C (-5.931, -2.234, -0.700)  -0.062
O (-6.218, -2.133, 0.690)  -0.721
H (-7.621, -3.507, -1.122)  0.212
H (-6.329, -3.585, -2.340)  0.215
H (-6.141, -4.383, -0.763)  0.195
H (-6.347, -1.353, -1.194)  0.178
H (-4.845, -2.225, -0.836)  0.159
H (-5.841, -2.909, 1.123)  0.459



spin multiplicity of number 2 (C13H27BrNO3S)? 1



Number 1 is which compound? C13H27BO4